A cluster of 2 separate species, C21H31BrCl2NOS in total in a non-equilibrium geometry, computed with the ωB97M-V functional and the def2-TZVPD basis.

Structure (XYZ):
```
58
Properties=species:S:1:pos:R:3:lowdin_charge:R:1
C -0.094 -1.571 3.523 0.02
C -1.256 -1.681 2.856 -0.18
C -1.773 -0.727 1.743 -0.50
C -3.274 -1.053 1.681 -0.16
C -4.187 -0.234 0.766 -0.27
C -4.321 1.248 1.166 -0.63
Br -6.187 1.807 1.162 0.67
S -1.259 0.925 2.374 1.15
C 0.265 0.888 1.541 -0.46
C 1.362 1.830 1.858 -0.10
C 2.411 1.950 0.783 -0.24
C 2.319 2.881 -0.244 -0.06
C 3.273 2.969 -1.246 -0.06
C 4.374 2.112 -1.231 -0.17
C 4.487 1.203 -0.186 -0.12
C 3.526 1.112 0.815 -0.03
N 0.274 -0.062 0.670 0.13
C -0.867 -0.984 0.495 -0.36
C -0.194 -2.386 0.376 -0.17
C -1.176 -3.565 0.310 -0.05
C -1.438 -0.731 -0.919 -0.10
C -1.762 0.735 -1.280 -0.16
C -0.950 1.216 -2.462 -0.24
O 0.402 1.462 -2.084 -0.07
H 0.273 -0.656 3.974 0.06
H 0.546 -2.442 3.627 0.08
H -1.931 -2.491 3.119 0.12
H -3.685 -0.982 2.689 0.14
H -3.357 -2.099 1.388 0.12
H -5.183 -0.662 0.870 0.09
H -3.948 -0.305 -0.289 0.08
H -3.965 1.445 2.171 0.03
H -3.801 1.863 0.441 0.04
H 1.850 1.416 2.746 0.14
H 0.980 2.800 2.171 0.14
H 1.465 3.549 -0.262 0.12
H 3.176 3.683 -2.052 0.11
H 5.110 2.182 -2.012 0.07
H 5.328 0.524 -0.152 0.10
H 3.678 0.383 1.602 0.12
H 1.077 -0.213 0.062 0.18
H 0.394 -2.395 -0.542 0.12
H 0.516 -2.544 1.183 0.10
H -0.681 -4.420 -0.142 0.09
H -2.124 -3.328 -0.162 0.07
H -1.414 -3.862 1.332 0.07
H -2.325 -1.351 -1.027 0.11
H -0.746 -1.084 -1.681 0.12
H -1.626 1.420 -0.443 0.10
H -2.810 0.827 -1.571 0.11
H -0.973 0.523 -3.306 0.13
H -1.395 2.154 -2.801 0.13
H 0.639 2.365 -2.296 0.07
C 4.304 -1.169 -4.320 -0.98
Cl 2.624 -1.714 -4.406 0.50
Cl 4.567 -0.105 -2.926 0.63
H 4.947 -2.036 -4.227 0.03
H 4.539 -0.621 -5.224 0.03
```

## Properties
Frontier orbital gap: 0.3290 Ha
Charge: +1
DFT total energy: -131732.272 eV
HOMO energy: -12.10 eV


The molecule C25H21N3O6 in a non-equilibrium geometry, computed with the ωB97M-V functional and the def2-TZVPD basis.

Structure (XYZ):
```
55
Properties=species:S:1:pos:R:3:lowdin_charge:R:1
C -0.410 -1.853 4.113 -0.04
C -0.495 -1.810 2.618 -0.28
C -1.691 -1.511 1.979 -0.06
C -1.760 -1.489 0.597 -0.07
C -0.640 -1.769 -0.160 -0.03
C 0.565 -2.069 0.470 -0.21
N 1.677 -2.329 -0.345 0.14
C 2.993 -2.216 -0.028 -0.45
O 3.443 -2.164 1.091 0.09
C 3.920 -2.194 -1.256 -0.01
N 3.312 -1.546 -2.391 0.04
C 3.360 -2.023 -3.695 -0.48
O 3.909 -3.024 -4.074 0.11
N 2.639 -1.128 -4.445 0.16
C 2.025 -0.167 -3.650 -0.13
C 1.066 0.695 -4.064 0.07
C 0.233 1.457 -3.197 -0.26
C -0.683 2.458 -3.470 0.01
C -1.295 2.779 -2.251 0.00
C -0.729 1.952 -1.297 -0.19
C -0.866 1.816 0.146 -0.09
C 0.288 1.443 0.841 0.02
C 0.273 1.324 2.214 -0.05
C -0.896 1.568 2.905 -0.02
C -2.070 1.892 2.224 -0.09
C -3.293 2.056 3.047 -0.47
O -4.429 1.812 2.720 0.10
O -3.013 2.496 4.286 0.10
C -2.076 2.015 0.827 -0.13
C -3.327 2.348 0.076 -0.02
O 0.188 1.165 -1.882 0.07
C 2.597 -0.360 -2.301 -0.35
O 2.545 0.328 -1.311 0.13
C 0.632 -2.091 1.855 0.02
H -0.445 -2.887 4.458 0.09
H -1.239 -1.316 4.565 0.07
H 0.527 -1.420 4.456 0.08
H -2.573 -1.290 2.562 0.11
H -2.693 -1.248 0.110 0.11
H -0.692 -1.744 -1.240 0.11
H 1.448 -2.383 -1.328 0.14
H 4.174 -3.216 -1.556 0.14
H 4.838 -1.678 -0.955 0.15
H 2.460 -1.258 -5.427 0.17
H 0.848 0.772 -5.120 0.13
H -0.874 2.904 -4.425 0.11
H -2.030 3.540 -2.093 0.11
H 1.195 1.257 0.287 0.11
H 1.172 1.045 2.741 0.12
H -0.919 1.490 3.981 0.12
H -3.834 2.569 4.798 0.13
H -4.202 2.022 0.628 0.07
H -3.401 3.426 -0.067 0.10
H -3.322 1.872 -0.901 0.08
H 1.569 -2.315 2.337 0.11
```

## Properties
Frontier orbital gap: 0.2613 Ha
DFT total energy: -43023.223 eV
HOMO energy: -7.79 eV
Relative energy (zero: lowest compared OMol25 entry of this formula, charge and spin): 1.612 eV


A cluster of 2 separate species, C5H7NO in total in a non-equilibrium geometry, computed with the ωB97M-V functional and the def2-TZVPD basis.

Structure (XYZ):
```
14
Properties=species:S:1:pos:R:3:lowdin_charge:R:1
H -2.105 -0.989 -1.037 0.06
N -1.267 -1.219 -1.586 0.11
C -0.256 -0.644 -1.102 -0.25
C -0.451 0.488 0.071 -0.56
C 0.606 1.561 -0.174 -0.04
O -1.622 0.766 0.320 0.02
H 0.704 -0.744 -1.609 0.11
H 0.476 1.976 -1.172 0.09
H 1.603 1.130 -0.098 0.08
H 0.488 2.349 0.568 0.09
C 0.290 -0.572 1.680 0.04
C 0.518 -1.570 1.000 0.10
H 0.227 -0.048 2.605 0.09
H 0.791 -2.484 0.535 0.07
```

## Properties
Frontier orbital gap: 0.3304 Ha
DFT total energy: -8831.318 eV
HOMO energy: -9.07 eV
Relative energy (zero: lowest compared OMol25 entry of this formula, charge and spin): 4.885 eV


The molecule C3H5N3, computed with the ωB97M-V functional and the def2-TZVPD basis.

Structure (XYZ):
```
11
Properties=species:S:1:pos:R:3:lowdin_charge:R:1
H -1.809 1.588 -1.754 0.06
N -1.349 1.421 -0.863 0.12
C -0.524 0.482 -0.836 -0.22
C 0.179 0.145 0.456 -0.40
N 1.568 -0.219 0.215 0.05
C -0.565 -0.944 1.078 -0.20
N -1.060 -1.865 1.542 0.16
H -0.255 -0.171 -1.677 0.12
H 0.140 1.019 1.118 0.15
H 2.045 -0.410 1.088 0.08
H 1.629 -1.048 -0.367 0.08
```

## Properties
Frontier orbital gap: 0.4148 Ha
DFT total energy: -7661.250 eV
HOMO energy: -10.41 eV
Relative energy (zero: lowest compared OMol25 entry of this formula, charge and spin): 1.206 eV


A structure of composition C35H38AlFN7O3 in a non-equilibrium geometry, computed with the ωB97M-V functional and the def2-TZVPD basis.

Structure (XYZ):
```
85
Properties=species:S:1:pos:R:3:lowdin_charge:R:1
Al 9.486 19.368 8.180 -0.03
C 7.142 21.041 8.795 -0.10
C 6.455 20.608 7.461 -0.08
C 6.588 19.177 7.085 -0.20
C 5.455 18.458 6.684 0.02
C 5.639 17.199 6.147 -0.03
C 6.908 16.742 5.875 -0.02
C 8.011 17.418 6.449 -0.05
N 7.865 18.625 7.035 0.12
N 8.609 21.198 8.653 -0.16
C 9.002 22.248 7.690 -0.06
C 9.820 21.668 6.588 -0.20
C 10.318 22.503 5.608 0.02
C 11.140 22.014 4.597 0.01
C 11.412 20.634 4.625 0.01
C 10.875 19.840 5.663 -0.04
N 10.041 20.353 6.571 0.09
C 9.199 21.551 9.984 -0.06
C 10.720 21.388 9.900 -0.22
C 11.576 22.347 10.357 0.02
C 12.952 22.209 10.113 0.00
C 13.371 21.093 9.420 -0.02
C 12.448 20.121 9.022 -0.03
N 11.129 20.341 9.181 0.12
H 6.932 20.365 9.659 0.15
H 6.783 22.026 9.066 0.13
H 6.815 21.211 6.615 0.13
H 5.378 20.842 7.537 0.14
H 4.480 18.935 6.776 0.14
H 4.777 16.571 5.910 0.13
H 7.095 15.839 5.291 0.12
H 9.018 16.937 6.401 0.12
H 9.548 23.054 8.221 0.16
H 8.104 22.705 7.244 0.15
H 10.152 23.579 5.656 0.14
H 11.423 22.682 3.793 0.13
H 11.993 20.128 3.856 0.12
H 11.086 18.799 5.711 0.10
H 8.796 20.820 10.680 0.13
H 8.872 22.550 10.287 0.15
H 11.170 23.215 10.879 0.14
H 13.668 22.984 10.433 0.14
H 14.397 20.980 9.138 0.12
H 12.753 19.182 8.653 0.11
C 11.357 12.581 11.518 -0.06
C 12.081 13.907 11.266 -0.15
N 11.400 14.722 10.216 -0.02
C 10.457 15.653 10.626 0.09
C 10.041 16.707 9.852 0.02
C 9.055 17.759 10.430 -0.45
O 8.575 17.528 11.519 0.13
O 8.801 18.807 9.690 0.04
C 10.643 16.822 8.544 -0.16
O 10.564 17.906 7.750 -0.04
C 11.268 15.655 8.018 -0.06
C 11.530 15.545 6.658 0.09
C 11.635 14.270 6.112 -0.12
F 11.301 14.085 4.763 0.03
C 11.880 13.132 6.910 -0.14
C 12.130 13.346 8.282 0.09
C 11.643 14.525 8.870 -0.09
N 11.622 11.826 6.432 -0.09
C 12.825 10.988 6.306 -0.13
C 12.383 9.536 6.411 -0.09
N 11.419 9.244 5.271 0.06
C 10.222 10.155 5.363 -0.08
C 10.719 11.597 5.302 -0.15
H 11.963 11.969 12.259 0.12
H 11.202 11.999 10.590 0.07
H 10.413 12.718 12.032 0.08
H 13.097 13.718 10.873 0.14
H 12.125 14.513 12.162 0.13
H 10.003 15.501 11.619 0.17
H 11.530 16.408 5.995 0.14
H 12.405 12.522 8.937 0.12
H 13.534 11.179 7.137 0.15
H 13.373 11.158 5.366 0.14
H 11.872 9.361 7.388 0.15
H 13.209 8.782 6.359 0.16
H 11.165 8.231 5.227 0.21
H 11.894 9.410 4.370 0.19
H 9.686 9.961 6.300 0.15
H 9.586 9.934 4.486 0.15
H 9.878 12.290 5.301 0.14
H 11.252 11.844 4.348 0.14
```

## Properties
Frontier orbital gap: 0.2921 Ha
Charge: +3
DFT total energy: -62782.833 eV
HOMO energy: -15.99 eV


A structure of composition C36H33BrF2IN6OPb, computed with the ωB97M-V functional and the def2-TZVPD basis.

Structure (XYZ):
```
81
Properties=species:S:1:pos:R:3:lowdin_charge:R:1
Pb -0.275 -0.096 0.370 1.19
N -3.184 -3.025 2.816 0.12
C -3.036 -2.128 1.809 -0.18
N -2.421 -2.341 0.706 0.10
C -1.751 -3.556 0.532 -0.30
N -0.999 -3.801 -0.476 0.07
N -0.653 -2.754 -1.276 0.00
C -0.724 -2.924 -2.528 -0.10
C -0.261 -1.902 -3.488 -0.27
C -0.099 -2.258 -4.826 -0.04
C 0.328 -1.295 -5.724 -0.08
C 0.564 -0.010 -5.265 -0.07
C 0.369 0.250 -3.912 -0.12
N -0.024 -0.670 -3.045 0.12
C -1.921 -4.607 1.555 -0.09
C -1.356 -5.875 1.436 -0.02
C -1.531 -6.820 2.428 -0.09
C -2.287 -6.509 3.558 -0.09
C -2.852 -5.258 3.696 -0.02
C -2.656 -4.303 2.700 -0.19
H -3.591 -2.731 3.687 0.15
H -3.490 -1.157 1.979 0.13
H -1.154 -3.837 -2.951 0.11
H -0.297 -3.274 -5.144 0.10
H 0.478 -1.546 -6.767 0.10
H 0.894 0.775 -5.931 0.10
H 0.531 1.243 -3.505 0.10
H -0.776 -6.089 0.549 0.11
H -1.081 -7.799 2.329 0.10
H -2.434 -7.248 4.335 0.10
H -3.444 -5.011 4.569 0.11
C -1.043 4.484 1.127 -0.07
C -1.034 4.548 2.471 -0.13
C -0.725 3.410 3.267 -0.09
C -0.396 2.241 2.610 -0.31
N -0.334 2.132 1.273 -0.07
C -0.677 3.227 0.409 -0.41
C -0.170 0.972 3.372 -0.20
C 0.179 1.015 4.724 -0.05
C 0.319 -0.151 5.461 -0.11
C 0.127 -1.380 4.845 -0.12
C -0.162 -1.418 3.486 -0.16
C -0.313 -0.262 2.717 -0.25
H -1.295 5.345 0.517 0.10
H -1.293 5.482 2.963 0.09
H -0.786 3.458 4.343 0.07
H 0.162 3.430 -0.280 0.03
H 0.367 1.970 5.200 0.09
H 0.597 -0.100 6.508 0.09
H 0.235 -2.300 5.412 0.09
H -0.245 -2.395 3.007 0.08
F 2.934 -0.333 1.324 -0.12
C 1.956 -1.020 0.601 -0.47
F 2.583 -1.305 -0.629 -0.14
H 1.874 -2.000 1.099 0.06
Br 5.327 4.842 -1.953 0.68
C 5.701 3.021 -1.582 -0.74
C 7.014 2.600 -1.745 -0.16
C 7.349 1.277 -1.509 -0.10
C 6.368 0.378 -1.117 -0.08
C 5.060 0.801 -0.947 -0.14
C 4.715 2.130 -1.171 -0.73
I 2.731 2.687 -0.858 1.04
H 7.765 3.314 -2.054 0.09
H 8.375 0.955 -1.633 0.10
H 6.614 -0.661 -0.939 0.10
H 4.298 0.101 -0.634 0.06
C -3.846 3.809 -0.566 -0.04
C -3.029 2.545 -0.291 -0.62
C -3.443 1.443 -1.270 -0.05
C -3.289 2.058 1.137 -0.03
O -1.660 2.834 -0.601 -0.13
H -4.918 3.601 -0.510 0.08
H -3.610 4.187 -1.562 0.08
H -3.602 4.583 0.164 0.07
H -4.533 1.378 -1.336 0.08
H -3.049 0.476 -0.955 0.04
H -3.035 1.658 -2.259 0.08
H -4.335 1.746 1.209 0.09
H -3.101 2.834 1.877 0.08
H -2.652 1.205 1.375 0.04
```

## Properties
Frontier orbital gap: 0.1988 Ha
Charge: -1
DFT total energy: -137680.465 eV
HOMO energy: -3.33 eV
Relative energy (zero: lowest compared OMol25 entry of this formula, charge and spin): 1.201 eV